No. 1
The molecule C17H24N2O3. Source: the Open Molecules 2025 dataset; level of theory: wB97M-V/def2-TZVPD.

```
46
Properties=species:S:1:pos:R:3
C -1.85382 1.49357 2.80223
C -1.74873 -0.02393 2.83840
O -1.51975 -0.55933 1.53478
C -2.58789 -0.71794 0.74218
O -3.71821 -0.49303 1.08601
C -2.18031 -1.21647 -0.63015
C -1.53475 -2.60462 -0.52559
C -0.95340 -3.02778 -1.88292
N -0.00997 -2.07461 -2.43757
C 1.26012 -2.08993 -1.73180
C 2.29441 -1.11483 -2.30897
C 2.14249 0.31224 -1.79847
O 1.94594 1.25721 -2.52889
N 2.26309 0.39729 -0.44219
C 1.99400 1.47770 0.40469
C 1.58993 2.72356 -0.06458
C 1.31221 3.73681 0.83493
C 1.43331 3.52811 2.19839
C 1.83619 2.28790 2.66632
C 2.11316 1.26748 1.77742
C -0.65691 -0.78365 -2.58321
C -1.20430 -0.22001 -1.26833
H -2.72335 1.78951 2.22081
H -0.96193 1.92331 2.35145
H -1.96050 1.87487 3.81364
H -2.66795 -0.45979 3.24333
H -0.88985 -0.34476 3.43187
H -3.08635 -1.28395 -1.24054
H -0.74616 -2.57756 0.22827
H -2.27870 -3.33606 -0.20551
H -1.76831 -3.13306 -2.60510
H -0.45839 -3.99765 -1.78753
H 1.14486 -1.90208 -0.65049
H 1.65016 -3.10798 -1.84302
H 3.29395 -1.46552 -2.04045
H 2.21510 -1.10273 -3.39580
H 2.50695 -0.45519 0.04424
H 1.49553 2.88806 -1.12447
H 0.99694 4.70011 0.46306
H 1.21383 4.32432 2.89341
H 1.93145 2.11276 3.72784
H 2.42228 0.29841 2.14593
H -1.48510 -0.92717 -3.28443
H 0.03613 -0.07620 -3.03417
H -0.38627 -0.02411 -0.57430
H -1.71112 0.72672 -1.46070
```

Values from the calculation:
LUMO level, eV: 0.6
M, u: 304.4
Total energy, a.u.: -997.460559
Highest occupied orbital energy, eV: -8.45
Gap between HOMO and LUMO, eV: 9.05
Energy above the lowest of the compared OMol25 structures with the same formula, charge and spin, eV: 1.0000
SMILES: CCOC(=O)C1CCN(CCC(=O)Nc2ccccc2)CC1

=====

No. 2
A cluster of 2 separate species, C6H11Br in total. Source: the Open Molecules 2025 dataset; level of theory: wB97M-V/def2-TZVPD.

```
18
Properties=species:S:1:pos:R:3
C 0.87253 1.11842 -1.79256
C 0.81506 1.26137 -0.47071
C -0.20902 2.15718 0.16852
C 1.69491 0.53378 0.44058
C 1.47904 0.33834 1.73474
Br 3.29638 -0.21968 -0.31120
H 1.57969 0.46976 -2.27822
H 0.19418 1.64660 -2.44117
H -0.63632 2.82290 -0.57661
H -1.01573 1.56309 0.59787
H 0.23753 2.75605 0.95985
H 2.16444 -0.21540 2.35167
H 0.59649 0.72038 2.21299
C -0.89665 -2.33629 -0.29610
H -1.56044 -1.76443 0.33967
H -0.30935 -3.01221 0.31428
H -1.48008 -2.90840 -1.00606
H -0.23374 -1.66380 -0.82649
```

Values from the calculation:
LUMO level, eV: 0.6
M, u: 163.1
Total energy, a.u.: -2809.183861
Highest occupied orbital energy, eV: -9.14
Gap between HOMO and LUMO, eV: 9.72
Energy above the lowest of the compared OMol25 structures with the same formula, charge and spin, eV: 0.4752
SMILES: C=C(C)C(=C)Br.C

=====

No. 3
The ion C9H12N5 with charge +1 in a non-equilibrium geometry. Source: the Open Molecules 2025 dataset; level of theory: wB97M-V/def2-TZVPD.

```
26
Properties=species:S:1:pos:R:3
C 0.06943 -2.45720 -0.75329
C -0.53284 -2.65716 0.38361
C 2.06540 -0.76389 -0.85413
C 0.67573 -1.12626 -1.07485
C 2.08366 0.38086 -0.13419
C -2.39235 -0.55135 -0.82361
C -1.33325 -0.04462 -0.13830
C 3.24296 1.24706 0.09084
C -3.33116 1.11061 0.33788
N 0.80896 0.75817 0.21824
N -1.18168 -2.41782 1.39643
N -3.46692 0.07825 -0.59370
N -0.02497 -0.08959 -0.32096
N -1.77712 1.18638 0.51389
H 0.34183 -3.27894 -1.45201
H 2.94153 -1.13754 -1.25796
H 0.29702 -0.94520 -2.11224
H -2.51075 -1.51680 -1.43496
H 4.17025 0.65979 0.26668
H 3.32991 1.79842 -0.85182
H 3.05838 1.91124 0.94506
H -3.83544 0.82510 1.28692
H -3.72407 2.11941 0.14244
H -1.44474 1.37254 1.42914
H -1.39609 1.82917 -0.19162
H -0.79544 -2.56058 2.34828
```

Values from the calculation:
Total charge: +1
LUMO level (spin up / spin down), eV: -4.3 / -4.4
M, u: 190.2
Total energy, a.u.: -623.508168
Highest occupied orbital energy (spin up / spin down), eV: -11.41 / -11.45
Gap between HOMO and LUMO (spin up / spin down), eV: 7.08 / 7.10
Energy above the lowest of the compared OMol25 structures with the same formula, charge and spin, eV: 4.8477

=====

No. 4
A cluster of 2 separate species, C6H11ClFNSi in total in a non-equilibrium geometry. Source: the Open Molecules 2025 dataset; level of theory: wB97M-V/def2-TZVPD.

```
21
Properties=species:S:1:pos:R:3
C -2.17698 -1.26962 0.12545
C -2.07126 0.73853 1.74246
C 1.44632 -1.24308 0.71410
C 2.61698 0.42694 -1.32590
C -0.37593 0.38684 -1.50302
C -2.44872 0.06604 0.45079
N -1.86873 -2.35499 -0.09054
F 1.03964 1.72382 0.68717
Si 1.09888 0.37986 -0.32735
Cl -3.60528 0.92464 -0.54322
H -1.59613 0.03497 2.41926
H -1.29270 1.46531 1.50482
H -2.95625 1.22342 2.21063
H 2.00530 -1.08019 1.62669
H 0.65058 -1.90967 0.86861
H 2.11203 -1.84708 0.01332
H 2.49793 0.40516 -2.46348
H 3.14991 1.41970 -1.13614
H 3.27660 -0.41234 -1.02526
H -0.45520 -0.37190 -2.25301
H -1.04698 1.29364 -1.69536
```

Values from the calculation:
LUMO level (spin up / spin down), eV: -0.5 / -1.2
M, u: 179.7
Total energy, a.u.: -1139.471946
Highest occupied orbital energy (spin up / spin down), eV: -8.85 / -8.98
Gap between HOMO and LUMO (spin up / spin down), eV: 8.35 / 7.77

=====

No. 5
A cluster of 3 separate species, C13H22Br4N2O2 in total in a non-equilibrium geometry. Source: the Open Molecules 2025 dataset; level of theory: wB97M-V/def2-TZVPD.

```
43
Properties=species:S:1:pos:R:3
N -0.83273 -1.58011 2.40376
C -2.22876 -1.44153 2.29585
O -2.90145 -2.18713 1.63373
O -2.69636 -0.41404 3.02035
C -3.91513 0.15956 2.51202
C -3.73650 1.68065 2.56333
C -2.47058 2.15801 1.81304
C -1.42477 2.75344 2.79221
N -0.13665 2.06348 2.75479
C 0.30750 1.37534 3.84116
C 1.53715 0.84562 3.51400
C 1.81589 1.21606 2.17664
C 0.75871 1.99835 1.72759
H -0.63136 -1.76110 3.38620
H -0.61765 -2.45343 1.93201
H -4.72814 -0.09498 3.19209
H -4.11189 -0.11157 1.47867
H -4.60605 2.08890 2.03591
H -3.80552 2.04590 3.58942
H -2.78162 2.96114 1.14419
H -2.02580 1.33366 1.25635
H -1.78079 2.62831 3.81295
H -1.27791 3.82517 2.64003
H -0.21613 1.27232 4.77661
H 2.16655 0.24332 4.15073
H 2.68865 0.93419 1.61586
H 0.63607 2.48725 0.78382
Br 1.25260 0.79593 -0.78353
C 2.29617 0.50764 -2.40951
C 1.55948 0.96134 -3.64012
Br 0.16211 -0.29429 -4.15891
H 2.55166 -0.54421 -2.43795
H 3.20072 1.09713 -2.27217
H 2.23093 1.00612 -4.49552
H 1.07792 1.92503 -3.50843
Br 2.92468 -3.08910 -3.49154
C 2.21733 -3.72142 -5.18721
C 3.30810 -3.90991 -6.20638
Br 3.91275 -2.20735 -6.92931
H 1.46382 -3.00401 -5.49911
H 1.73939 -4.67209 -4.96027
H 2.93514 -4.46881 -7.06197
H 4.18244 -4.40879 -5.80138
```

Values from the calculation:
LUMO level, eV: 0.6
M, u: 557.9
Total energy, a.u.: -11064.591222
Highest occupied orbital energy, eV: -7.92
Gap between HOMO and LUMO, eV: 8.50
SMILES: NC(=O)OCCCCn1cccc1.BrCCBr.BrCCBr